[1]
# C39H46BrN2O

6 unconnected molecules or ions with the total composition C39H46BrN2O at a distorted geometry (ωB97M-V/def2-TZVPD, the Open Molecules 2025 dataset).

The value obtained for the LUMO energy is -3.554 eV. Its net charge is +1. The strongest force on any atom comes out at 0.0826 Eh/bohr. The HOMO-LUMO gap comes out at 7.11 eV.

The geometry in XYZ format:
```
89
Properties=species:S:1:pos:R:3:forces:R:3:lowdin_charge:R:1
Br 3.583943 -1.001909 0.341308 -0.75 0.71 0.49 0.84
O 0.923271 0.630879 -0.725333 0.19 -0.67 -0.78 0.06
N -0.969634 -0.089137 -2.067985 -2.54 -0.98 -2.21 0.26
N 0.357972 0.759491 0.573749 -0.88 0.19 0.97 -0.01
C 3.160018 2.900726 2.196236 -0.08 0.11 -0.96 -0.07
C 4.526053 6.773342 1.744396 0.00 -0.04 0.04 -0.12
C 6.606571 -1.571379 -1.171722 0.02 -0.08 -0.03 -0.13
C -9.303743 -5.751321 -4.847628 0.02 0.01 0.01 -0.09
C -7.211663 -4.026642 -4.244080 -0.05 -0.02 0.01 -0.10
C 9.006595 -1.760308 -2.554611 -0.01 0.00 0.01 -0.09
C -1.701394 -2.511739 -0.028374 0.08 0.08 0.19 -0.11
C 5.747153 6.179662 2.039490 -0.04 -0.02 0.01 -0.11
C 7.105562 -2.817671 -1.528323 0.01 0.01 -0.01 -0.09
C 1.222364 0.149661 1.625167 1.49 -1.62 1.31 -0.25
C -9.045135 -5.409916 -3.526477 0.01 0.00 -0.01 -0.09
C -7.996629 -4.550942 -3.224304 0.02 0.04 -0.01 -0.10
C -7.473922 -4.364162 -5.565626 0.02 0.00 0.01 -0.09
C -4.177829 -0.253407 -1.499878 0.04 0.04 0.05 -0.11
C -4.514144 0.376903 -0.308152 -0.07 -0.11 -0.08 -0.11
C -6.776786 -0.403999 -0.531703 0.01 -0.02 0.00 -0.08
C 7.309900 -0.420362 -1.501087 -0.03 -0.02 0.00 -0.10
C -2.384217 -3.293859 2.144695 0.03 0.04 0.11 -0.09
C -8.516927 -5.230073 -5.866495 -0.01 0.00 0.00 -0.09
C -0.009284 0.140458 -1.532790 3.15 1.87 2.15 -0.23
C -1.576267 -3.824468 -0.463453 0.06 -0.02 -0.01 -0.07
C 6.000620 7.644305 3.931091 -0.03 -0.01 -0.01 -0.09
C -0.679035 1.179814 3.151607 1.05 0.77 -0.03 -0.15
C -5.812961 0.299513 0.178079 0.04 0.04 0.07 -0.09
C -0.617613 2.449385 2.234957 0.37 -0.64 0.78 -0.12
C -1.854200 -4.870939 0.405587 -0.01 0.03 0.02 -0.07
C 8.509293 -0.514528 -2.194865 0.00 0.01 0.01 -0.09
C 8.307558 -2.912172 -2.217507 -0.02 0.01 0.00 -0.09
C -2.109933 -2.246956 1.274247 0.19 -0.05 -0.06 -0.11
C 4.042296 7.801644 2.542920 -0.04 -0.02 0.01 -0.10
C 4.777292 8.234057 3.639026 0.02 -0.02 0.00 -0.09
C 6.486021 6.618367 3.130514 0.00 -0.03 0.02 -0.09
C -6.440398 -1.037439 -1.721563 0.02 -0.01 0.00 -0.08
C 0.713919 0.456762 3.088242 -1.19 -0.31 0.16 -0.10
C -0.086841 2.156787 0.792979 -1.66 1.96 -0.17 -0.06
C -2.253930 -4.606103 1.710411 0.00 0.03 -0.05 -0.08
C 2.758966 0.400166 1.480184 -0.18 0.61 0.07 -0.59
C 3.200061 1.824011 1.050452 0.65 0.17 -0.02 -0.26
C -5.140024 -0.963963 -2.204348 -0.06 0.00 0.04 -0.08
H 7.441045 6.160144 3.357598 -0.03 0.02 -0.01 0.10
H -7.791024 -4.288898 -2.192673 -0.01 -0.01 -0.03 0.10
H 2.346995 2.758265 2.926905 0.57 -0.04 -0.16 0.05
H -1.536569 0.517181 2.930647 0.51 0.24 -0.05 0.10
H 2.691611 2.197333 0.137791 0.12 -0.47 0.53 0.10
H 9.940742 -1.833674 -3.097871 -0.03 0.00 0.03 0.10
H 0.106246 3.150457 2.698377 -0.52 -0.36 -0.20 0.11
H 1.471676 0.990466 3.691028 -0.43 0.00 -0.62 0.11
H -0.501264 0.182237 0.542779 0.18 0.06 0.24 0.17
H -6.394517 -3.354427 -4.008895 -0.01 -0.03 0.00 0.08
H -6.864512 -3.952770 -6.361210 -0.02 -0.02 0.02 0.10
H -3.761344 0.931625 0.244854 -0.02 0.03 0.01 0.08
H 2.976561 3.887811 1.720260 0.24 -0.48 0.39 0.08
H 4.397446 9.031728 4.265440 0.02 -0.01 -0.03 0.10
H -2.700348 -3.087711 3.160273 -0.01 -0.02 -0.03 0.10
H 3.091336 8.266375 2.311134 0.04 0.00 0.01 0.10
H -7.791486 -0.459545 -0.157088 0.04 0.00 -0.01 0.11
H 0.661797 2.924077 0.539048 0.16 -0.99 -0.03 0.14
H -6.074314 0.788112 1.109190 -0.02 -0.01 -0.04 0.10
H -0.793026 1.540295 4.193935 -0.17 -0.31 -0.60 0.13
H -3.166540 -0.190736 -1.878823 -0.21 -0.02 -0.03 0.04
H -9.660377 -5.814503 -2.732106 0.02 0.01 -0.02 0.10
H -4.876790 -1.460019 -3.130804 0.00 0.03 0.02 0.10
H -1.481759 -1.693256 -0.701520 -0.23 -0.29 0.02 0.04
H -2.216788 -1.219142 1.612905 -0.16 -0.03 -0.01 0.07
H 6.922682 0.551921 -1.217941 0.01 -0.01 -0.02 0.09
H 6.575944 7.985065 4.783041 -0.01 -0.01 -0.03 0.10
H 3.190217 0.221226 2.484806 -0.30 -0.10 -0.60 0.11
H -8.717475 -5.498602 -6.896580 0.00 0.02 0.03 0.10
H 4.266698 1.743911 0.753913 -0.66 -0.04 0.07 0.10
H 5.666902 -1.495008 -0.634577 0.50 -0.08 -0.22 -0.05
H 6.123846 5.375729 1.417705 0.02 0.04 0.00 0.10
H -10.119223 -6.424156 -5.083201 0.03 0.02 0.01 0.10
H 4.163644 2.942016 2.657040 -0.77 0.01 0.18 0.09
H 0.578463 -0.518035 3.603042 0.29 0.46 -0.45 0.13
H -7.192276 -1.589224 -2.273335 0.01 0.03 0.01 0.09
H -1.604888 2.941888 2.222347 0.51 -0.19 -0.32 0.13
H 1.093142 -0.947896 1.513931 -0.11 0.72 -0.32 0.14
H 3.950779 6.434119 0.890185 0.03 0.05 -0.01 0.09
H 6.557854 -3.716026 -1.269307 0.02 0.02 -0.01 0.10
H 9.056606 0.383262 -2.455238 -0.01 -0.03 0.01 0.10
H -1.758832 -5.894975 0.066487 -0.01 0.04 0.01 0.11
H 8.699205 -3.883708 -2.492677 -0.01 0.03 0.00 0.10
H -1.262756 -4.031188 -1.479468 -0.02 0.01 0.03 0.11
H -2.465520 -5.423458 2.388217 -0.01 0.03 -0.02 0.11
H -0.932732 2.329191 0.091365 0.62 -0.37 0.19 0.15
```
Positions in Å, forces in eV/Å.


[2]
# C4H7ClN2O

C4H7ClN2O in the gas phase at a distorted geometry (ωB97M-V/def2-TZVPD, the Open Molecules 2025 dataset).

The value obtained for the LUMO energy is 0.694 eV. Its net charge is 0. Its SMILES is N[C@@]1(CCl)C=NOC1. For the energy relative to the best compared isomer or geometry (same formula, charge and spin), the calculation gives 2.033 eV. The strongest force on any atom comes out at 0.0327 Eh/bohr. The HOMO-LUMO gap comes out at 10.34 eV.

The geometry in XYZ format:
```
15
Properties=species:S:1:pos:R:3:forces:R:3:nbo_charge:R:1
Cl 0.236510 2.186170 -1.116320 0.17 0.00 -0.08 -0.03
O -0.943117 -2.125793 0.796074 -0.21 -1.17 0.61 -0.38
N -0.835770 -1.986427 -0.574649 0.49 0.23 0.15 -0.07
N 1.724250 -0.171561 0.462709 -0.10 0.41 -0.07 -0.82
C -0.358019 1.222997 0.244731 -0.76 0.50 1.05 -0.38
C -0.145043 -0.952368 -0.798865 -0.52 0.30 -1.57 0.01
C -0.422081 -0.980374 1.481836 -1.22 0.22 0.23 -0.11
C 0.259529 -0.149404 0.388506 1.25 -0.81 0.17 -0.03
H 2.068358 0.608110 1.000289 0.18 0.16 0.14 0.36
H 0.192095 -1.322741 2.357618 -0.42 0.50 -0.99 0.21
H -1.441810 1.068032 0.095478 0.52 0.19 0.01 0.23
H -1.343303 -0.460779 1.807781 0.56 0.00 0.46 0.19
H 0.006679 -0.588698 -1.823798 0.12 -0.42 0.50 0.23
H -0.243360 1.828521 1.165874 0.09 -0.30 -0.47 0.22
H 2.059944 -1.030196 0.891927 -0.15 0.18 -0.16 0.37
```
Positions in Å, forces in eV/Å.


[3]
# C10H20N6O4

C10H20N6O4 in the gas phase at a distorted geometry (ωB97M-V/def2-TZVPD, the Open Molecules 2025 dataset).

The value obtained for the LUMO energy is 0.268 eV. Its net charge is 0. Its SMILES is [H]/N=C(/N)NCCC[C@H](N)C(=O)N[C@@H](CC(N)=O)C(=O)O. For the energy relative to the best compared isomer or geometry (same formula, charge and spin), the calculation gives 6.370 eV. The strongest force on any atom comes out at 0.1661 Eh/bohr. The HOMO-LUMO gap comes out at 9.28 eV.

The geometry in XYZ format:
```
40
Properties=species:S:1:pos:R:3:forces:R:3:nbo_charge:R:1
O 0.318624 -1.183520 -1.313212 1.48 -1.06 -2.27 -0.62
O 1.337910 -5.429336 -0.556588 -1.32 5.19 0.78 -0.67
O 1.737364 -3.336681 -1.307950 -0.42 1.22 0.78 -0.65
O -2.833130 -5.260982 -2.264409 4.20 -0.81 6.21 -0.61
N 0.799896 4.928350 -0.258168 -0.63 5.41 0.65 -0.66
N -0.540764 0.173952 1.774247 0.33 0.21 -1.07 -0.84
N 1.454100 5.243778 2.121374 2.01 -2.08 0.66 -0.81
N -1.573587 -6.248434 -0.291463 2.24 0.24 -2.93 -0.89
N -0.340946 -2.350680 0.566382 0.54 0.31 0.84 -0.64
N 0.497893 6.919836 1.181921 -1.20 -0.55 -4.28 -0.85
C 1.048868 -4.137834 -0.527456 5.19 -5.96 -3.23 0.79
C -0.173602 -3.712496 -0.002681 -2.41 0.81 1.80 -0.24
C -0.707084 0.157175 0.271939 0.75 0.00 0.11 -0.13
C 0.933821 3.548773 -0.425750 1.15 -2.63 1.43 -0.21
C -1.083438 -3.861377 -1.212853 -2.62 0.00 -2.59 -0.51
C -1.970078 -5.233266 -1.238042 -1.56 1.68 -4.27 0.68
C -0.106511 2.655396 0.373725 0.06 0.02 -3.16 -0.43
C 0.163120 1.245220 -0.491318 -2.19 2.17 3.25 -0.41
C -0.148443 -1.189270 -0.215087 -2.95 -0.66 3.44 0.71
C 1.005329 5.601022 0.997316 -1.08 0.48 -0.91 0.60
H -0.346078 -4.501973 0.754066 -0.76 0.93 -0.03 0.28
H 2.049649 4.415588 2.167106 -0.74 -0.22 -0.23 0.35
H 1.954523 3.181356 0.028869 -1.50 0.99 -0.81 0.19
H -1.967215 -7.104460 -0.711417 0.13 0.21 0.66 0.40
H -1.824997 0.296172 -0.041031 1.98 -0.52 0.80 0.24
H -0.111155 1.465651 -1.573615 0.56 -0.75 1.55 0.24
H 0.472012 0.245237 2.033843 -1.12 -0.15 -0.56 0.36
H -0.645703 -2.370264 1.589966 0.59 0.93 -2.32 0.46
H -0.553389 -3.985770 -2.288241 -0.92 0.56 2.69 0.28
H 0.229146 5.618484 -0.867947 1.26 -2.50 0.99 0.41
H 1.017608 3.154530 -1.475398 -0.35 1.23 0.78 0.22
H 0.177061 2.657829 1.426788 0.04 -0.35 -0.22 0.21
H -0.943443 1.044742 2.089021 -0.16 -0.01 0.32 0.37
H 1.231322 1.146096 -0.229308 -0.37 -0.66 -0.93 0.21
H -1.168294 3.075820 0.309473 1.33 -0.69 -0.20 0.21
H 0.826532 7.101435 2.075105 0.60 1.41 1.66 0.41
H 0.605983 7.632359 0.430539 0.01 -0.92 1.10 0.38
H -0.365519 -6.388852 -0.297645 -3.95 1.10 -0.02 0.46
H -1.705172 -2.805202 -1.261393 0.97 -3.27 -0.19 0.26
H 1.247789 -2.408401 -1.340707 0.82 -1.32 -0.28 0.50
```
Positions in Å, forces in eV/Å.


[4]
# C24H21AsIMnN4O9S

A molecular structure, C24H21AsIMnN4O9S (ωB97M-V/def2-TZVPD, the Open Molecules 2025 dataset).

The value obtained for the LUMO energy (alpha / beta) is -4.127 / -5.094 eV. As for the expectation value of S²: 3.821. Its net charge is +1. Its spin multiplicity is 4. The strongest force on any atom comes out at 0.0161 Eh/bohr. The HOMO-LUMO gap (alpha / beta) comes out at 6.52 / 6.64 eV.

The geometry in XYZ format:
```
62
Properties=species:S:1:pos:R:3:forces:R:3:nbo_charge:R:1
I 4.507872 -0.837255 -3.481094 -0.01 0.02 0.00 0.17
As 2.433056 -3.201466 0.692565 -0.29 0.18 0.17 2.43
Mn 1.958005 -0.141022 0.199902 0.26 -0.66 -0.42 1.34
S 4.291898 -0.397325 1.221662 -0.33 0.10 0.10 2.38
O 1.595289 -3.462359 2.059196 0.06 0.06 -0.28 -1.11
O 5.134259 0.509043 1.914563 0.08 -0.06 -0.04 -0.88
O 1.863314 1.712916 0.810800 -0.06 0.19 -0.01 -0.57
O 1.850245 -1.903974 -0.298021 0.06 -0.03 0.06 -1.06
O -6.066329 1.523846 -2.615173 -0.02 -0.03 0.01 -0.46
O 2.217887 -4.540391 -0.415268 -0.07 -0.08 0.03 -1.02
O 3.871034 0.017606 -0.165338 0.16 0.19 0.11 -0.91
O 2.946338 -0.683274 1.846192 0.04 0.28 -0.04 -0.91
O 1.399542 0.518627 -1.608518 -0.08 0.05 0.16 -0.65
N -4.193340 2.859774 2.381925 -0.11 0.01 -0.21 -0.05
N 0.058084 -0.134031 0.856027 -0.10 0.02 0.02 -0.42
N -3.030273 3.160555 2.644889 0.19 -0.09 0.18 -0.05
N 1.610927 1.172578 -3.722207 -0.01 -0.04 0.03 -0.76
C -4.609176 2.512206 1.089730 -0.02 0.02 0.16 0.05
C 5.086433 -1.944473 1.042321 0.01 -0.21 -0.12 -0.27
C 6.436075 -4.288210 0.533777 0.00 -0.08 -0.02 -0.17
C -2.499529 0.282014 1.833898 -0.02 0.06 0.02 -0.14
C -0.767152 3.648080 2.258048 0.02 0.01 -0.01 -0.12
C -3.847571 2.722105 -0.070186 0.02 0.05 -0.07 -0.20
C 5.046235 -4.270280 0.468911 0.03 0.06 0.05 -0.17
C -7.372055 0.968078 -2.786827 0.07 0.06 0.03 -0.26
C 1.788727 0.264290 -2.764583 0.09 0.04 0.01 0.71
C 0.740043 2.078090 1.255375 0.03 -0.11 0.04 0.48
C -1.602246 1.363660 1.752826 -0.09 -0.01 0.12 -0.01
C -5.902045 2.003261 0.996124 -0.08 -0.04 -0.04 -0.15
C -6.427457 1.637030 -0.227594 0.07 0.04 0.02 -0.30
C 7.142472 -3.145711 0.857719 0.07 0.04 0.02 -0.19
C 6.468625 -1.957258 1.111170 -0.06 -0.11 0.00 -0.18
C -4.368561 2.381955 -1.289630 -0.03 -0.01 0.02 -0.24
C -0.794196 -1.137006 0.910327 -0.06 0.02 0.11 0.12
C -1.844804 2.724285 2.187244 -0.04 0.13 0.03 0.06
C -2.090616 -0.956611 1.413942 0.07 -0.09 -0.05 -0.20
C -0.328930 1.087470 1.281198 0.22 0.06 -0.03 0.08
C 2.408247 -1.040192 -3.164355 -0.02 0.04 -0.08 -0.65
C 0.478946 3.368174 1.779664 -0.10 0.01 0.03 -0.27
C 4.354628 -3.096707 0.725343 0.17 0.15 0.07 -0.44
C -5.657264 1.824407 -1.378928 -0.05 -0.02 -0.06 0.37
H 1.995244 -1.375106 -4.111987 -0.02 -0.04 0.03 0.25
H 2.260950 -1.774910 -2.384983 -0.02 -0.04 0.05 0.29
H -3.817706 2.546702 -2.205379 -0.01 0.00 0.00 0.24
H 1.278714 4.093849 1.812178 0.01 -0.01 -0.01 0.25
H 4.499678 -5.167006 0.215821 0.02 -0.02 0.00 0.25
H 7.000464 -1.050857 1.364586 -0.01 0.01 0.00 0.25
H 6.965391 -5.209986 0.331890 -0.01 0.00 0.00 0.23
H -2.749871 -1.810182 1.478982 0.00 0.00 0.01 0.25
H 1.269999 2.086674 -3.472754 0.01 0.00 0.00 0.42
H 1.564804 -5.125188 -0.004555 0.04 -0.05 -0.09 0.51
H -0.428569 -2.099333 0.583632 -0.01 -0.01 -0.01 0.25
H -6.483141 1.897053 1.902980 0.01 0.00 0.00 0.24
H 8.222482 -3.172553 0.913077 -0.01 0.01 0.00 0.23
H -7.466793 0.031508 -2.236496 -0.02 -0.02 -0.01 0.19
H -8.136045 1.675678 -2.463161 -0.01 0.00 0.01 0.19
H -7.426672 1.234515 -0.282836 -0.01 -0.01 0.00 0.24
H -2.866846 3.176000 -0.010603 -0.05 0.00 -0.05 0.23
H 1.982040 1.025586 -4.645682 0.00 0.00 0.00 0.42
H -7.475025 0.781837 -3.849859 0.00 -0.01 -0.01 0.22
H -3.489905 0.412746 2.247106 0.01 0.01 -0.01 0.24
H -0.985831 4.620473 2.680428 -0.02 -0.01 0.00 0.25
```
Positions in Å, forces in eV/Å.